Entry 1:
Entry from OMol25: C39H49AsNRuSSi3 as an isolated structure (ωB97M-V with the def2-TZVPD basis set).

Last column: Löwdin spin population.
Atoms and positions in Å:
H 2.14988 0.60251 4.64892  0.00
H 4.15834 -2.61390 0.55999  0.00
C -0.75568 5.72332 -1.59830  0.03
H 4.78212 1.01003 -1.51615  0.00
H -1.45867 6.44876 -1.96993  0.00
C -3.66868 1.71739 2.04980  0.00
H 0.27792 2.04850 2.22165  0.00
C -1.36606 0.89503 -4.84232  0.00
C 0.82248 -2.17273 -1.50862  0.01
H 1.52518 -5.30762 -0.52649  0.00
H -7.26544 -5.40869 -4.10353  0.00
H -5.14576 -4.29001 0.16207  0.01
H -2.76979 -4.47865 -1.09549  0.03
C -7.54260 -4.83677 -2.07674  0.14
C -3.53500 -0.56645 1.18355  0.00
H 4.68115 3.38822 3.20197  0.00
C -3.13381 2.26533 -3.94092  0.00
C -6.76119 -5.06885 -3.22074  -0.02
Si 2.03999 -1.07044 2.20562  0.03
H 0.73296 2.70503 3.72414  0.00
H -4.00022 2.99013 -4.09270  0.00
Ru 1.74576 0.56944 -0.33035  2.17
H -2.25913 4.17106 -1.23222  0.00
H -2.72241 -4.52199 -2.92388  0.03
C 4.49523 -1.80781 -0.07708  0.01
C -5.54771 -4.47721 -0.79754  0.12
H 3.86361 -1.81343 -0.95084  0.00
H 2.10848 -4.02514 1.53916  0.00
C -6.91807 -4.48656 -0.89117  0.00
C -1.46085 1.29881 -2.50712  0.03
C -0.16788 3.45489 -0.85136  0.03
H 5.50305 -2.01630 -0.30473  0.00
H -0.00225 -1.72684 3.45703  0.00
H 0.32211 -1.58091 -2.25939  0.00
H -2.22836 3.08824 1.34388  0.00
C 3.12017 -2.01280 3.29655  0.01
Si 2.81650 1.90972 2.66023  0.03
H -3.97779 -1.55688 1.11570  0.00
C 0.83117 -3.57538 -1.56229  0.00
H -4.84414 -5.16496 -4.11961  0.00
C 2.83458 0.45705 1.46467  0.17
H -7.44100 -4.22299 0.00328  0.00
H -8.64564 -4.88355 -2.16141  0.01
H 3.94244 0.87106 4.56383  0.00
C -0.83203 0.69554 -3.55736  0.01
H 4.95785 2.17903 -0.18362  0.00
H -2.80550 2.02605 -6.06992  0.00
C 0.62036 6.11001 -1.55964  0.00
C -5.40983 -4.94788 -3.20063  0.10
H -4.12259 2.47242 2.65447  0.00
H 0.94249 7.14222 -1.89755  0.00
H -1.97874 -0.90758 -0.22624  0.00
H 3.72127 4.20257 2.15385  0.00
C -1.14343 4.45856 -1.19680  0.00
H -3.19579 2.46550 -1.83661  0.00
H 5.30969 -0.29524 3.28313  0.00
H 0.66663 -4.02877 -2.55516  0.00
H 0.54255 0.00492 3.71001  0.00
C 1.35151 -4.27393 -0.45323  0.00
H 2.75158 2.13581 5.15210  0.00
C 1.55920 -2.16958 0.72933  0.01
C -4.76933 -4.62532 -2.04036  0.04
C 1.65605 -3.55851 0.67026  0.00
C -2.49861 1.69594 -5.07330  0.00
H -4.80268 0.07725 2.74581  0.00
C 1.49141 5.15892 -1.17982  0.02
C -2.61818 2.08835 1.19524  0.00
C 5.17617 1.18283 -0.52055  0.02
H 3.45825 -1.54805 4.23673  0.00
Si 4.53977 -0.12477 0.77825  0.06
C -4.06558 0.39582 2.06349  0.00
H 2.53525 5.36982 -1.20607  0.00
C 1.17598 3.79055 -0.90759  0.01
C -2.64349 2.00960 -2.65504  0.00
C 5.68915 0.05361 2.29789  0.02
S 2.43700 2.67617 -0.43746  0.21
C 0.38298 -0.85330 3.05465  0.00
C 2.93667 1.30169 4.42970  0.00
As -0.55839 1.55509 -0.81051  0.05
H 2.66114 -2.97814 3.39440  0.00
N 1.16716 -1.51539 -0.35461  0.02
C -3.35037 -4.47535 -2.01849  0.54
H -0.88587 0.33927 -5.64875  0.00
H 6.25697 1.01739 -0.54501  0.00
H 0.99417 3.74442 2.36441  0.00
H 0.12241 0.15945 -3.49886  0.00
H 6.66703 -0.42913 2.13083  0.00
H -0.50187 -0.55072 2.45540  0.00
H 5.84825 1.12288 2.37222  0.00
C -1.98870 1.13606 0.40725  0.00
C 4.11189 3.22162 2.30409  0.01
C -2.43933 -0.18472 0.40284  0.00
C 1.02216 2.67915 2.67439  0.01
H 4.78685 2.95925 1.42448  0.00
H 3.93550 -2.08900 2.60690  0.00

Computed properties:
HOMO energy (alpha / beta) ... -9.12 / -10.95 eV
2S+1 ... 5
<S²> ... 6.06
Strongest force on any atom ... 3.85 eV Å⁻¹
Net charge ... +1


Entry 2:
Entry from OMol25: C39H49BClN4O2STl as an isolated structure (ωB97M-V with the def2-TZVPD basis set).

Last column: Mulliken charge in e.
Atoms and positions in Å:
N 2.56971 2.02399 -0.57226  0.48
C -1.17764 3.10670 -1.94032  -1.18
H 6.01616 1.58233 -3.70917  0.32
H -3.01212 1.15136 -4.82459  0.07
H 5.71308 1.39615 3.43779  0.28
H 4.21624 3.44672 -0.47459  0.43
H -1.17538 0.99388 2.26521  0.05
H 1.68453 -0.14922 6.55208  0.33
C 2.99309 -0.19263 4.85156  -0.65
C 3.18216 1.75099 -4.21776  -0.40
H 6.69427 0.99231 -2.18143  0.46
C 4.50928 -1.79149 2.75123  -1.53
C 5.84958 1.52537 -2.62870  -1.62
C 1.16096 1.52351 3.63871  0.55
C 3.22450 0.23369 3.54852  1.02
C -1.59927 0.82576 -6.45235  0.99
C 0.00300 -0.37043 -4.39957  0.26
H 0.25012 5.41531 -2.55645  0.36
H 5.31740 -1.21476 -2.37440  0.47
H -3.22884 -1.73479 1.96003  0.32
C -3.64255 -0.73176 1.90151  -0.43
H -0.32652 3.63387 4.82489  0.37
C 0.17819 2.50487 3.02812  2.14
O -1.99554 1.55112 -8.69544  -0.65
H 4.37946 0.09579 1.77607  -0.53
N 2.52985 1.55007 1.61899  0.48
H 3.69651 -0.87197 5.32284  0.27
H -1.64052 0.13981 -3.10968  0.28
N -3.61223 -0.16349 0.70279  -0.34
H 4.16321 2.88777 2.16959  0.45
H 1.47614 5.25710 -1.28802  0.38
H 1.34256 -2.85146 0.33415  0.25
H -1.46274 3.51832 -2.91482  0.30
B 1.81984 1.18593 0.37648  -0.15
H 3.57968 -1.09944 -2.74004  0.17
H -4.99114 2.78730 1.55164  0.31
C 1.14234 2.95334 -3.86638  -0.28
C -4.09693 1.06820 0.61458  -0.16
H 0.02503 0.35561 -7.75189  0.39
C -4.11985 -0.10652 3.04549  -0.43
S 0.94763 -1.09806 -3.17234  -0.15
N -5.12333 1.86025 4.06010  -0.65
H 3.90867 1.31475 -4.89602  0.22
H -4.09241 -0.61682 4.00194  0.31
H -3.79940 1.69154 -6.32053  0.29
H 0.06339 1.36806 5.47432  0.29
H 1.95756 2.52370 -5.80398  0.35
C 0.45119 4.99621 -1.56489  -1.96
C 2.29739 1.09456 2.94302  -0.30
H -4.75322 1.51847 4.93355  0.25
H 0.28006 3.46992 -4.27442  0.30
H 0.53081 2.74199 2.02560  -0.59
C 1.86258 0.21026 5.54503  -1.62
C -0.33347 0.29490 -6.73078  -0.61
H 5.84354 2.54525 -2.23617  0.31
H 5.32723 -2.11513 2.09951  0.48
C -1.21250 1.88960 2.88862  -1.56
C 2.38883 2.13919 -1.98168  -0.63
H -4.04958 1.52436 -0.37111  0.25
C 0.12481 3.80178 3.84127  -1.94
H -0.22784 5.46873 -0.84725  0.43
H 4.68100 -2.21588 3.74692  0.32
H 1.41877 -0.68033 -5.98646  0.35
H 1.12814 4.20603 3.99708  0.43
C 3.55537 2.47848 1.37667  -0.81
C 0.44864 -2.39123 0.76123  -1.00
C 0.25902 3.47530 -1.56955  2.13
C -2.36942 1.42395 -7.55344  0.68
H 5.86037 -0.05160 4.44401  0.33
H -1.87172 3.49633 -1.18843  0.45
C 2.08851 2.42696 -4.73179  -1.57
H -1.29530 2.02258 -1.97724  -0.14
H -1.90415 2.59843 2.42282  0.54
H 0.44161 3.10896 -0.56061  -0.85
Tl -0.28793 -0.31181 -0.34287  0.45
O -3.62773 1.87275 -7.25180  -0.54
C 1.27585 2.82260 -2.48719  0.88
C 4.45151 -0.26257 2.80100  1.65
H 4.43593 0.73517 -1.23782  -0.57
Cl 0.79024 -2.27846 2.58715  -0.31
C 0.43939 -0.28284 -5.74898  -0.64
C 5.73355 0.30390 3.41618  -1.57
C -4.61409 1.77934 1.68698  -0.66
H -0.46964 4.55668 3.31760  0.41
C 4.54996 -0.61894 -2.87829  -1.48
C -2.04241 0.75308 -5.12138  -0.59
H 6.60754 -0.00769 2.83613  0.45
C 4.53347 0.80649 -2.31955  1.51
H 3.57370 -2.20025 2.36921  0.18
C 0.95363 1.05959 4.93423  -0.30
H -0.35211 -3.13190 0.70189  0.37
H -1.61918 1.60432 3.86635  0.24
H -5.03078 2.86250 3.99919  0.25
H 4.76657 -0.62006 -3.95216  0.30
C -4.61020 1.18812 2.94431  1.02
C 3.34451 1.58953 -2.84518  0.68
C -1.27840 0.18307 -4.13003  -0.95
C 3.57443 2.76191 0.05989  -0.88

Computed properties:
HOMO energy ... 0.00 eV
2S+1 ... 1
Strongest force on any atom ... 0.42 eV Å⁻¹
Energy relative to the best compared isomer or geometry (same formula, charge and spin) ... 1.73 kcal per mole
Net charge ... -2


Entry 3:
Entry from OMol25: C39H50Br2Cl5N3O11ScSi as an isolated structure (ωB97M-V with the def2-TZVPD basis set).

Last column: Mulliken charge in e.
Atoms and positions in Å:
O -17.66652 4.91635 9.97803  -0.67
C -16.46642 8.12164 5.72708  0.21
C -26.02627 7.09534 6.68624  -1.77
C -20.78707 5.44750 11.02403  1.15
Br -18.26772 -0.39510 10.70955  -0.19
C -22.05870 6.54892 13.29061  0.50
Si -22.56840 5.23275 5.92939  -2.25
H -26.76435 7.81279 6.29727  0.36
O -20.72602 8.72037 8.89051  -1.04
N -22.01797 5.40735 12.29568  1.46
C -21.83420 3.53394 3.09464  -1.67
C -19.94833 11.20253 8.00134  -0.62
C -21.77804 4.15237 12.94276  0.50
C -23.87253 5.68129 14.68746  0.18
C -17.83770 2.61486 7.32094  0.14
Cl -18.97094 9.68892 3.03716  -0.21
O -22.61986 3.61936 6.03397  -0.03
H -23.26410 4.29620 8.57246  -0.03
C -17.30760 7.86438 6.81255  0.41
O -18.84471 5.26832 8.09648  0.33
H -22.74492 0.67216 7.59516  0.36
H -20.70806 7.51140 14.54969  0.40
O -20.30152 4.14460 11.15726  0.03
Cl -16.60147 7.47722 8.34376  -0.21
H -21.88657 7.45465 12.68065  0.42
H -21.17383 2.32664 8.72425  0.63
H -23.93449 3.77987 15.59851  0.36
H -26.33635 6.56711 3.90970  0.46
C -18.89010 8.48058 10.40228  -1.16
C -23.62910 3.29324 8.21251  -1.41
H -22.88650 3.53352 2.76579  0.29
Br -25.46032 6.10744 15.63160  -0.23
H -22.20352 5.84567 1.65416  0.33
O -20.15522 2.42917 12.64008  -0.77
C -21.35054 4.91365 3.44884  1.92
H -18.24704 2.55985 10.65164  0.43
C -22.95801 1.35522 6.77328  -2.32
H -20.95017 3.91762 7.94581  0.03
H -20.06739 10.54156 7.16619  0.17
H -17.82899 8.63709 10.40846  0.70
C -18.06459 2.18781 9.62679  -0.70
C -18.09871 0.84814 9.30722  0.10
H -20.97363 11.56491 8.23025  0.23
H -22.28907 1.06019 5.95674  0.42
C -17.98141 0.39958 7.99364  -0.19
H -19.24110 8.83675 11.39202  0.52
H -19.98441 7.22287 12.20086  0.86
H -17.89503 3.32675 6.51691  0.74
H -18.09526 12.11388 9.61201  0.38
H -26.57764 6.21332 7.01635  0.37
H -21.24031 5.94702 15.13428  0.51
O -24.01310 5.92869 6.31916  -0.39
H -17.20268 10.62378 9.33677  0.30
C -24.34920 7.95639 5.04266  -1.00
H -24.82597 5.59009 3.86459  0.12
Cl -15.92358 9.12901 3.33411  -0.23
C -19.17749 8.49160 5.53915  0.16
H -23.14324 4.56428 10.77919  -0.03
H -22.10059 2.75888 14.41332  0.46
N -19.29755 10.48225 9.09828  0.43
C -19.71454 6.49028 11.45376  -1.62
H -20.51151 2.37068 7.13432  0.42
H -19.31392 4.19301 3.29543  0.57
H -25.10487 8.57842 4.46373  0.49
C -18.00511 3.11230 8.57616  0.30
H -21.27486 3.02973 2.28526  0.43
C -23.28528 5.31929 11.57693  -1.39
C -17.01059 8.61319 4.53303  0.36
H -21.05176 6.84957 2.67208  0.27
C -25.66093 5.91813 4.47683  -1.51
Cl -20.96093 8.68786 5.39929  -0.16
H -26.21216 5.04167 4.82526  0.32
H -23.93330 1.30999 6.38241  0.57
H -19.32843 12.06864 7.72263  0.32
H -19.98505 5.99785 13.92158  0.31
H -20.46227 5.53768 1.64824  0.46
H -19.99286 4.01555 4.87957  0.07
N -17.72260 1.30891 7.01933  -0.72
H -23.55151 7.62047 4.34213  -0.04
C -24.98895 6.70174 5.62415  1.81
Sc -20.29681 6.65538 8.17070  -2.08
Cl -14.76436 7.76397 5.82882  -0.23
H -18.84616 5.91012 11.80165  0.21
C -23.43923 4.33996 14.80370  -0.90
C -23.32750 6.68799 13.99301  -1.17
O -21.49609 5.87823 6.96863  5.24
C -20.88250 6.49163 14.25302  -1.46
C -21.20123 2.86542 7.79504  -1.57
C -18.12136 11.04122 9.74535  -0.96
H -21.80758 2.90539 3.97423  0.21
O -19.27353 7.13488 10.28467  0.61
C -20.72666 3.45752 12.29520  -0.36
O -21.30107 5.69688 9.91257  -1.32
H -19.40151 5.58554 4.33825  0.15
H -23.68995 2.63902 9.08153  0.59
H -24.03901 5.09337 12.29617  0.64
H -24.57971 3.30333 7.70760  0.50
C -19.70792 9.24142 9.38600  0.22
H -23.87356 7.61243 13.82577  0.38
H -23.85839 8.55421 5.83779  0.13
C -18.36452 8.84991 4.45764  -0.10
H -23.43354 6.33545 11.21037  0.60
H -18.06734 -0.71387 7.70669  0.29
O -22.25550 5.50640 4.36910  -0.16
C -18.19211 4.54413 8.94198  -0.38
C -22.60738 2.79609 7.19593  2.22
H -25.43634 7.53658 7.48910  0.28
C -18.69806 7.92515 6.70181  -0.57
C -21.28168 5.84506 2.27886  -1.96
C -19.94620 4.69323 4.03291  -1.20
C -22.43703 3.72437 14.06615  -0.70
H -18.09524 10.80097 10.81031  0.34

Computed properties:
HOMO energy ... -4.86 eV
2S+1 ... 1
Strongest force on any atom ... 2.19 eV Å⁻¹
Energy relative to the best compared isomer or geometry (same formula, charge and spin) ... 53.73 kcal per mole
Net charge ... -1


Entry 4:
Entry from OMol25: C39H51BaBrFN5O2Se2Si as an isolated structure (ωB97M-V with the def2-TZVPD basis set).

Last column: Mulliken charge in e.
Atoms and positions in Å:
C 3.45011 0.85432 5.30159  -1.03
Se 3.87327 -0.10146 3.61466  0.06
N -1.21208 3.21333 0.61039  -0.24
C -0.65932 -2.58336 -1.70650  -0.35
Br -7.67479 0.80565 0.01133  -0.22
H 2.81589 3.48780 -3.18856  0.44
H 2.70879 -3.44397 -3.64346  0.41
H -5.37532 0.55909 1.79670  0.59
H -0.55004 -7.11861 0.60699  0.39
H -1.50385 0.69015 -1.80871  0.53
C 2.37744 1.91550 5.22922  -0.02
C 0.67370 3.74198 2.04680  0.50
Ba 0.61840 -0.32488 0.07875  1.78
C -3.05102 0.63930 -0.70304  -0.67
C -5.79668 0.72984 -0.28465  -0.48
C -4.94653 0.62115 0.81072  -0.77
H 4.00057 2.31618 0.68888  0.22
H 0.20718 1.05094 -5.00088  0.40
H 1.77234 5.58831 1.95835  0.39
H 1.25812 -2.87763 -4.44986  0.37
H 2.56490 -4.04896 -0.89597  0.45
C 2.89477 -0.28641 -3.88847  -0.20
H -0.96694 -3.49862 -2.20778  0.55
C -3.03758 0.50463 2.92741  -0.86
O -2.63887 0.50552 1.57633  0.25
C -3.57488 0.58151 0.61272  0.42
N 3.36089 2.64263 1.40378  -0.29
C -2.19006 1.21380 -7.42245  -0.41
Si 1.19154 -2.29577 -2.01829  -0.56
C -3.93449 0.75459 -1.78501  1.11
H 0.06147 3.91768 2.93577  0.63
C 1.63254 -3.34018 -3.54159  -1.52
C -0.89431 -4.79467 3.66004  -0.77
H 0.81272 -0.88713 5.99021  0.27
H -0.73775 -0.12780 6.39912  0.38
H 2.36226 4.46602 3.17452  0.27
H 3.93553 4.70417 1.28777  0.39
C -1.92048 0.98806 -4.69535  0.17
O -1.72484 0.57226 -0.84423  0.42
C 2.09799 0.16756 -2.82049  0.00
H 0.87646 2.66279 1.95345  -0.43
H -1.83827 3.22963 1.40988  0.10
H 0.52359 4.10037 -0.06091  0.33
H -1.00395 -4.13996 4.51180  0.47
C -0.44433 -5.11364 1.32374  -0.05
H -5.09611 0.92895 -4.35344  0.21
H -1.06931 -8.07282 2.82359  0.38
N -4.09473 0.93511 -4.26959  -0.07
H -0.19164 -4.71664 0.35136  0.40
C 3.60963 0.56845 -4.69095  -1.02
H 1.70791 -1.39355 3.77376  -0.25
H 3.07701 -2.46827 -0.36002  0.34
H -4.32860 1.16411 -7.12864  0.40
C -0.30606 -2.86140 2.23832  0.15
C -0.55646 -4.25250 2.41868  0.25
C -0.94158 -7.00454 2.71298  -0.44
H 2.98704 -2.12837 4.82444  0.43
H 3.81733 2.52685 2.30536  0.06
C 3.58530 1.93861 -4.47504  -0.60
H -3.59187 -0.40422 3.18236  0.41
C 3.05192 4.04720 1.18144  -0.60
H -0.47177 5.19246 0.94383  0.35
H -1.73429 3.44850 -0.22572  0.21
H -1.25588 -1.77654 -2.12813  -0.04
C 1.97542 4.53273 2.15599  -1.09
C -3.37102 0.84611 -3.11373  0.00
C -1.07611 -6.15804 3.80155  -0.48
N 1.37037 -0.62147 -2.02800  0.25
H -2.10341 0.53133 3.49019  -0.27
H -1.32481 -6.57092 4.77022  0.39
C -0.92407 1.18656 -6.82823  -0.75
H 3.22237 0.08295 6.03621  0.36
F 1.38591 2.10008 -1.58540  0.01
H -2.26538 1.29794 -8.49589  0.38
H 4.20862 0.15668 -5.49061  0.43
C -5.31856 0.79795 -1.56911  -1.09
C 0.32654 0.04494 6.26341  -1.11
C -3.19742 1.02635 -5.30308  0.48
C 2.12064 1.56010 -2.63033  0.25
C 2.75516 -1.67467 3.86360  -0.55
H 2.60644 2.62480 4.43765  -0.34
H 4.38624 1.34303 5.58557  0.46
H 1.21018 -4.34059 -3.48675  0.42
C -0.04770 -1.68773 2.06114  -1.11
Se 0.53780 1.34536 4.81283  0.25
H -6.00815 0.88204 -2.39315  0.45
C 2.83780 2.43006 -3.41601  -0.78
H -3.64577 1.38329 3.16888  0.46
H 4.14111 2.60888 -5.11311  0.40
H -0.05175 1.25634 -7.46193  0.45
H 0.75040 0.45065 7.17969  0.37
H 1.62767 -3.22320 0.31694  0.23
C -0.12199 4.15162 0.81593  -1.01
C 2.19844 -3.07061 -0.59395  -0.94
N -2.07700 0.87070 -3.34356  -0.04
H -0.92059 -2.69533 -0.65909  0.29
H 3.00578 -2.36776 3.06540  0.36
C -0.63951 -6.47191 1.46929  -0.69
C -0.76595 1.07242 -5.46399  -0.28
C -3.34878 1.13790 -6.67518  -1.17
H 2.32828 2.45133 6.18164  0.49
H 2.93343 -1.34591 -4.06232  0.28
H 2.68744 4.14284 0.15806  0.30

Computed properties:
HOMO energy ... -7.16 eV
2S+1 ... 1
Strongest force on any atom ... 4.72 eV Å⁻¹
Energy relative to the best compared isomer or geometry (same formula, charge and spin) ... 39.12 kcal per mole
Net charge ... 0